No. 1
# CHIN2

A molecular structure, CHIN2 in a non-equilibrium geometry (ωB97M-V with the def2-TZVPD basis set, OMol25).

CARTESIAN COORDINATES (ANGSTROEM)
C: -0.540 0.821 0.000
N: -0.755 1.922 0.177
N: -0.004 -0.626 -0.396
I: 1.899 -0.673 0.110
H: -0.600 -1.444 0.109

Output
ΔE to the lowest compared entry with this formula, charge and spin ... 24.7 kcal/mol
Lowest unoccupied orbital energy ... -0.838 eV



No. 2
# C5H14N7

2 unconnected molecules or ions with the total composition C5H14N7 in a non-equilibrium geometry (ωB97M-V with the def2-TZVPD basis set, OMol25).

CARTESIAN COORDINATES (ANGSTROEM)
C: 0.119 -1.747 -1.156
C: -0.606 1.870 3.245
C: -0.533 1.828 1.956
C: 1.076 -0.343 0.720
C: -1.037 0.415 -1.823
N: 0.377 -1.422 0.151
N: 1.414 0.602 -0.089
N: -0.206 -0.790 -1.981
N: 0.356 -3.012 -1.534
N: 1.375 -0.658 1.999
N: -0.820 1.235 -2.898
N: -1.837 0.398 -0.854
H: 0.294 2.033 3.786
H: -1.492 1.599 3.858
H: 0.350 2.207 1.451
H: -0.022 -2.146 0.677
H: 1.954 1.304 0.457
H: -0.140 -1.039 -3.008
H: 0.955 -3.700 -1.143
H: 0.294 -2.960 -2.578
H: 1.495 -1.638 2.226
H: 1.859 -0.136 2.731
H: -0.152 1.123 -3.577
H: -1.461 2.101 -3.081
H: -1.321 1.666 1.269
H: -2.289 1.211 -0.804

Output
Spin multiplicity ... 3
ΔE to the lowest compared entry with this formula, charge and spin ... 38.1 kcal/mol
Lowest unoccupied orbital energy (spin up / spin down) ... -2.849 / -7.040 eV
Charge ... +1